# 1
The following is a DFT calculation (the ωB97M-V functional and the def2-TZVPD basis) of the ion C8H5N2O4 with charge +1 at a distorted geometry.

Structure (ORCA input):
```
! wB97M-V def2-TZVPD RIJCOSX def2/J DEFGRID3
* xyz 1 1
C -3.62800 -1.68332 0.21646
C -2.14219 0.69003 0.40722
C -2.38682 -1.88324 0.48151
C -4.57100 -0.58100 0.43943
C -3.21674 0.03405 0.50812
C -5.36180 0.31301 -0.14289
C 1.94902 -0.56493 0.99802
C -0.83541 0.35838 0.23027
N -0.06896 0.79295 1.27439
N -0.27568 0.17752 -1.01933
O -5.71744 1.39905 -0.31211
O 1.84379 -0.89354 -0.12840
O -1.15690 -1.79793 0.53033
O 1.11390 0.14794 1.76685
H 2.89667 -0.47710 1.55265
H -0.56159 1.18618 2.02223
H -0.90346 -0.28977 -1.69780
H 0.74780 -0.31319 -0.74315
H -0.29712 1.10520 -1.52736
*
```

E_LUMO, eV: -4.49
Calculated total energy, hartree: -717.6892


# 2
The following is a DFT calculation (the ωB97M-V functional and the def2-TZVPD basis) of the molecule C3H4N2S at a distorted geometry.

Structure (ORCA input):
```
! wB97M-V def2-TZVPD RIJCOSX def2/J DEFGRID3
* xyz 0 1
H 0.85543 -0.84389 -1.53540
N -0.10528 -0.52368 -1.56740
C -0.41331 0.10638 -0.52657
C -1.73554 0.64828 -0.32064
C -2.86549 0.97098 -0.14204
N 0.43153 0.38241 0.54210
S 1.85316 -0.53560 0.80481
H -3.90679 1.27197 -0.06283
H -0.09089 0.51393 1.37703
H 1.29393 -1.73731 0.45673
*
```

ΔE to the lowest compared entry with this formula, charge and spin, kcal per mole: 67.8
E_LUMO, eV: 0.69
Calculated total energy, hartree: -624.3177


# 3
The following is a DFT calculation (the ωB97M-V functional and the def2-TZVPD basis) of a cluster of 2 separate species, C16H12N3O2 in total at a distorted geometry.

Structure (ORCA input):
```
! wB97M-V def2-TZVPD RIJCOSX def2/J DEFGRID3
* xyz -1 1
H 0.13001 0.70377 -3.54328
C 0.00237 1.16255 -2.55145
C -0.30413 2.54512 -2.41865
C -0.38577 3.44069 -3.53956
C -0.70824 4.77450 -3.37104
C -0.96735 5.27599 -2.07626
N -1.35415 6.63184 -1.89664
O -1.60003 7.03160 -0.73474
O -1.43806 7.37366 -2.90230
C -0.87448 4.42373 -0.95776
C -0.54115 3.09239 -1.12621
N 0.15553 0.40028 -1.45665
N 0.35894 -0.50918 -0.76623
H -0.18281 3.05553 -4.54121
H -0.78146 5.47071 -4.20322
H -1.07230 4.83167 0.02798
H -0.46604 2.46413 -0.23929
C -0.66789 -3.14038 0.88908
C -1.37017 -2.42792 1.89743
C -0.73994 -2.67179 3.14994
C 0.36284 -3.55900 2.93977
C 0.40535 -3.86163 1.50647
C 1.39188 -4.72011 1.01509
C 2.32948 -5.27320 1.89539
C 2.29195 -4.97556 3.27234
C 1.31527 -4.12042 3.79397
H -0.86890 -3.16284 -0.17929
H -2.23930 -1.80020 1.73722
H -1.00845 -2.27170 4.12398
H 1.41209 -4.94327 -0.05290
H 3.10161 -5.94309 1.51521
H 3.03492 -5.41879 3.93595
H 1.27841 -3.87907 4.85687
*
```

E_LUMO, eV: 0.86
Calculated total energy, hartree: -931.5127


# 4
The following is a DFT calculation (the ωB97M-V functional and the def2-TZVPD basis) of a cluster of 2 separate species, C3H5N in total at a distorted geometry.

Structure (ORCA input):
```
! wB97M-V def2-TZVPD RIJCOSX def2/J DEFGRID3
* xyz 0 1
C 0.11610 0.80462 1.31173
C 0.31000 2.05588 1.88241
N 0.65704 1.03819 2.56884
H 0.39299 3.17944 1.84935
C -0.31966 -1.42418 -1.47409
H -1.05894 -1.45681 -2.21346
H 0.58514 -1.89112 -2.05625
H -0.51258 -1.90658 -0.53007
H -0.17008 -0.39945 -1.33846
*
```

ΔE to the lowest compared entry with this formula, charge and spin, kcal per mole: 100.8
E_LUMO, eV: 0.38
Calculated total energy, hartree: -171.8944


# 5
The following is a DFT calculation (the ωB97M-V functional and the def2-TZVPD basis) of a structure of composition C43H37IrN4O2P2S3Te.

Structure (ORCA input):
```
! wB97M-V def2-TZVPD RIJCOSX def2/J DEFGRID3
* xyz 0 1
Ir -1.15108 0.98046 0.39422
S -0.67395 0.58246 2.76259
P 1.22010 0.45030 1.97562
C 0.80887 0.27350 0.35465
P 1.20067 0.47424 -1.28229
S -0.62675 1.06894 -1.98150
C 1.75882 -1.07115 -2.05843
C 1.08939 -1.60427 -3.15338
C 1.44615 -2.85190 -3.64985
C 2.47156 -3.56842 -3.05378
C 3.14840 -3.03807 -1.96067
C 2.79023 -1.79661 -1.46118
C 2.46491 1.68523 -1.78952
C 2.13658 3.03806 -1.71006
C 3.07286 4.00889 -2.01833
C 4.34925 3.63855 -2.42508
C 4.67323 2.29671 -2.54281
C 3.73285 1.32054 -2.23397
C 2.25075 -0.86970 2.67584
C 2.98642 -0.68326 3.84489
C 3.73246 -1.72692 4.36965
C 3.75836 -2.95818 3.72746
C 3.03136 -3.14782 2.56093
C 2.27421 -2.10770 2.04244
C 2.16960 1.93186 2.44496
C 3.31387 2.22606 1.70452
C 4.03361 3.38114 1.96358
C 3.61859 4.24257 2.97305
C 2.48763 3.94632 3.71970
C 1.75849 2.79391 3.45413
H 0.27030 -1.05288 -3.59915
H 0.90414 -3.27148 -4.48751
H 2.73964 -4.54651 -3.43224
H 3.94871 -3.59694 -1.49207
H 3.30115 -1.40082 -0.58924
H 1.12669 3.32471 -1.45785
H 2.80108 5.05515 -1.95825
H 5.08140 4.39673 -2.67188
H 5.65664 2.00285 -2.88648
H 3.99749 0.27803 -2.34410
H 2.98415 0.27775 4.34416
H 4.30073 -1.57703 5.27837
H 4.34785 -3.76845 4.13677
H 3.05063 -4.10519 2.05548
H 1.70487 -2.24103 1.13202
H 3.62818 1.56634 0.90232
H 4.91079 3.61401 1.37356
H 4.17716 5.14794 3.17336
H 2.16088 4.62020 4.50112
H 0.85045 2.57776 4.00309
N -6.75452 -2.84886 0.85735
C -6.25806 -1.55450 0.72660
C -6.67441 -0.73951 -0.32732
C -6.12801 0.51858 -0.50298
C -5.15669 0.97757 0.37523
C -4.75525 0.19107 1.44701
C -5.29616 -1.07238 1.61545
S -4.58583 2.64299 0.21487
O -4.93952 3.10994 -1.09787
O -5.06115 3.35679 1.36788
N -2.96139 2.38103 0.28091
C -2.16217 3.44868 0.44701
N -0.86666 3.03986 0.58709
C 0.06889 3.94090 0.85441
C -0.24946 5.28051 0.94113
C -1.58420 5.61563 0.71477
N -2.53207 4.73213 0.46776
H -7.65111 -3.01049 0.42830
H -6.69758 -3.24061 1.78337
H -7.42720 -1.10422 -1.01677
H -6.43679 1.14555 -1.32855
H -4.04108 0.59456 2.15983
H -4.96749 -1.69165 2.44141
H 1.07886 3.57815 0.98297
H 0.50271 6.02251 1.16047
H -1.90078 6.65372 0.73567
C -0.53682 -2.85468 -0.20820
Te -2.06492 -1.45589 0.30547
C -2.76475 -1.82764 -1.67564
C -2.18970 -3.16591 -2.05790
C -2.70041 -3.89631 -3.12663
C -2.14715 -5.11901 -3.47292
C -1.07971 -5.62759 -2.74415
C -0.56904 -4.90694 -1.67682
C -1.11252 -3.67436 -1.33148
H -0.28040 -3.45503 0.66242
H 0.33829 -2.29210 -0.52768
H -2.38622 -1.02057 -2.30315
H -3.85316 -1.81542 -1.69172
H -3.54182 -3.50429 -3.68546
H -2.55720 -5.68159 -4.30163
H -0.65288 -6.58816 -3.00269
H 0.26511 -5.29944 -1.10667
*
```

ΔE to the lowest compared entry with this formula, charge and spin, kcal per mole: 5.5
E_LUMO, eV: 0.32
Calculated total energy, hartree: -4280.0098


# 6
The following is a DFT calculation (the ωB97M-V functional and the def2-TZVPD basis) of a cluster of 3 separate species, C18H46F2N7O4P2 in total at a distorted geometry.

Structure (ORCA input):
```
! wB97M-V def2-TZVPD RIJCOSX def2/J DEFGRID3
* xyz -1 1
O 0.88998 -2.36481 -1.40249
C 0.98134 -3.61906 -1.13040
O 1.20473 -4.53113 -2.13025
C 0.78408 -4.05236 0.42958
C -0.59994 -3.39423 0.89721
C -1.53357 -4.57953 1.47728
F -2.94297 -4.38080 1.18105
N 1.99652 -3.54866 1.14974
C 1.81618 -3.51741 2.63394
C 1.73222 -1.97080 3.10774
F 1.88784 -1.15290 1.92011
H 0.80811 -5.19437 0.46794
H -1.16582 -2.99851 -0.02769
H -0.49888 -2.50661 1.60259
H -1.36688 -4.76902 2.60023
H -1.24845 -5.56825 0.95454
H 2.71466 -4.28381 0.99561
H 2.80205 -3.92656 3.07927
H 0.95914 -4.17029 3.01717
H 2.65357 -1.74053 3.76074
H 0.74703 -1.67833 3.59731
O 0.09398 1.41167 7.07144
P -0.69744 2.57231 6.43636
N -1.76865 1.55574 5.59093
C -2.02655 1.46831 4.17206
C -2.64848 0.68976 6.36281
N 0.63637 3.07002 5.46314
C 0.93253 2.47561 4.17188
C 1.89020 3.22485 6.20545
N -1.59983 3.95191 5.78988
C -2.96513 4.14781 6.27030
C -1.05739 5.10772 5.09470
H -2.05523 2.44735 3.68650
H -2.99943 1.01198 3.95908
H -1.27633 0.84618 3.67496
H -3.64719 1.13352 6.44766
H -2.27181 0.53361 7.37649
H -2.74139 -0.30044 5.90515
H 1.06924 1.38761 4.24123
H 1.83863 2.90622 3.73582
H 0.15038 2.70382 3.44674
H 2.39660 2.26529 6.36018
H 1.70612 3.67303 7.18632
H 2.57409 3.89455 5.67487
H -3.68199 3.78501 5.52464
H -3.19707 5.19424 6.48683
H -3.13361 3.59607 7.19706
H -0.90586 4.88091 4.03546
H -0.11562 5.44490 5.52953
H -1.72748 5.97332 5.13236
O 2.83791 0.14232 -6.45846
P 1.31907 0.38241 -6.32967
N 1.07948 -0.85019 -5.18682
C 0.22609 -2.01409 -5.25269
C 1.73095 -0.72602 -3.88747
N 1.01035 -0.15014 -7.94394
C 0.82922 -1.54708 -8.28987
C 1.87261 0.47164 -8.95104
N -0.40818 0.75483 -6.19272
C -0.87520 1.32082 -4.92998
C -1.36844 0.88185 -7.27620
H -0.74545 -1.80137 -5.70951
H -0.00252 -2.41138 -4.25759
H 0.71076 -2.82394 -5.80638
H 1.02857 -0.34095 -3.14225
H 2.58002 -0.03797 -3.92482
H 2.11887 -1.68696 -3.53939
H 1.68937 -2.16095 -7.98802
H 0.68262 -1.67035 -9.36780
H -0.08315 -1.94643 -7.84530
H 2.85376 -0.01419 -9.00774
H 2.03113 1.52992 -8.72405
H 1.40700 0.42650 -9.94116
H -1.35808 0.54459 -4.32567
H -1.58614 2.14124 -5.06515
H -0.04126 1.72627 -4.35442
H -1.74112 -0.10251 -7.57488
H -0.94367 1.38574 -8.14571
H -2.24715 1.47147 -6.99238
*
```

E_LUMO, eV: 0.74
Calculated total energy, hartree: -2279.8932


What did the sixth record say?
The following is a DFT calculation (the ωB97M-V functional and the def2-TZVPD basis) of a cluster of 3 separate species, C18H46F2N7O4P2 in total at a distorted geometry.

Structure (ORCA input):
```
! wB97M-V def2-TZVPD RIJCOSX def2/J DEFGRID3
* xyz -1 1
O 0.88998 -2.36481 -1.40249
C 0.98134 -3.61906 -1.13040
O 1.20473 -4.53113 -2.13025
C 0.78408 -4.05236 0.42958
C -0.59994 -3.39423 0.89721
C -1.53357 -4.57953 1.47728
F -2.94297 -4.38080 1.18105
N 1.99652 -3.54866 1.14974
C 1.81618 -3.51741 2.63394
C 1.73222 -1.97080 3.10774
F 1.88784 -1.15290 1.92011
H 0.80811 -5.19437 0.46794
H -1.16582 -2.99851 -0.02769
H -0.49888 -2.50661 1.60259
H -1.36688 -4.76902 2.60023
H -1.24845 -5.56825 0.95454
H 2.71466 -4.28381 0.99561
H 2.80205 -3.92656 3.07927
H 0.95914 -4.17029 3.01717
H 2.65357 -1.74053 3.76074
H 0.74703 -1.67833 3.59731
O 0.09398 1.41167 7.07144
P -0.69744 2.57231 6.43636
N -1.76865 1.55574 5.59093
C -2.02655 1.46831 4.17206
C -2.64848 0.68976 6.36281
N 0.63637 3.07002 5.46314
C 0.93253 2.47561 4.17188
C 1.89020 3.22485 6.20545
N -1.59983 3.95191 5.78988
C -2.96513 4.14781 6.27030
C -1.05739 5.10772 5.09470
H -2.05523 2.44735 3.68650
H -2.99943 1.01198 3.95908
H -1.27633 0.84618 3.67496
H -3.64719 1.13352 6.44766
H -2.27181 0.53361 7.37649
H -2.74139 -0.30044 5.90515
H 1.06924 1.38761 4.24123
H 1.83863 2.90622 3.73582
H 0.15038 2.70382 3.44674
H 2.39660 2.26529 6.36018
H 1.70612 3.67303 7.18632
H 2.57409 3.89455 5.67487
H -3.68199 3.78501 5.52464
H -3.19707 5.19424 6.48683
H -3.13361 3.59607 7.19706
H -0.90586 4.88091 4.03546
H -0.11562 5.44490 5.52953
H -1.72748 5.97332 5.13236
O 2.83791 0.14232 -6.45846
P 1.31907 0.38241 -6.32967
N 1.07948 -0.85019 -5.18682
C 0.22609 -2.01409 -5.25269
C 1.73095 -0.72602 -3.88747
N 1.01035 -0.15014 -7.94394
C 0.82922 -1.54708 -8.28987
C 1.87261 0.47164 -8.95104
N -0.40818 0.75483 -6.19272
C -0.87520 1.32082 -4.92998
C -1.36844 0.88185 -7.27620
H -0.74545 -1.80137 -5.70951
H -0.00252 -2.41138 -4.25759
H 0.71076 -2.82394 -5.80638
H 1.02857 -0.34095 -3.14225
H 2.58002 -0.03797 -3.92482
H 2.11887 -1.68696 -3.53939
H 1.68937 -2.16095 -7.98802
H 0.68262 -1.67035 -9.36780
H -0.08315 -1.94643 -7.84530
H 2.85376 -0.01419 -9.00774
H 2.03113 1.52992 -8.72405
H 1.40700 0.42650 -9.94116
H -1.35808 0.54459 -4.32567
H -1.58614 2.14124 -5.06515
H -0.04126 1.72627 -4.35442
H -1.74112 -0.10251 -7.57488
H -0.94367 1.38574 -8.14571
H -2.24715 1.47147 -6.99238
*
```

E_LUMO, eV: 0.74
Calculated total energy, hartree: -2279.8932


What did the third record say?
The following is a DFT calculation (the ωB97M-V functional and the def2-TZVPD basis) of a cluster of 2 separate species, C16H12N3O2 in total at a distorted geometry.

Structure (ORCA input):
```
! wB97M-V def2-TZVPD RIJCOSX def2/J DEFGRID3
* xyz -1 1
H 0.13001 0.70377 -3.54328
C 0.00237 1.16255 -2.55145
C -0.30413 2.54512 -2.41865
C -0.38577 3.44069 -3.53956
C -0.70824 4.77450 -3.37104
C -0.96735 5.27599 -2.07626
N -1.35415 6.63184 -1.89664
O -1.60003 7.03160 -0.73474
O -1.43806 7.37366 -2.90230
C -0.87448 4.42373 -0.95776
C -0.54115 3.09239 -1.12621
N 0.15553 0.40028 -1.45665
N 0.35894 -0.50918 -0.76623
H -0.18281 3.05553 -4.54121
H -0.78146 5.47071 -4.20322
H -1.07230 4.83167 0.02798
H -0.46604 2.46413 -0.23929
C -0.66789 -3.14038 0.88908
C -1.37017 -2.42792 1.89743
C -0.73994 -2.67179 3.14994
C 0.36284 -3.55900 2.93977
C 0.40535 -3.86163 1.50647
C 1.39188 -4.72011 1.01509
C 2.32948 -5.27320 1.89539
C 2.29195 -4.97556 3.27234
C 1.31527 -4.12042 3.79397
H -0.86890 -3.16284 -0.17929
H -2.23930 -1.80020 1.73722
H -1.00845 -2.27170 4.12398
H 1.41209 -4.94327 -0.05290
H 3.10161 -5.94309 1.51521
H 3.03492 -5.41879 3.93595
H 1.27841 -3.87907 4.85687
*
```

E_LUMO, eV: 0.86
Calculated total energy, hartree: -931.5127


Question: What is the formula in the fifth record?
Answer: C43H37IrN4O2P2S3Te


Question: E_LUMO of number 6 (C18H46F2N7O4P2)?
Answer: 0.74 eV